The following is a DFT calculation (wB97M-V/def2-TZVPD) of a structure of composition C31H22Cl3N5O3S2W at a distorted geometry.

Relative energy (zero: lowest compared OMol25 entry of this formula, charge and spin): 0.000 eV
DFT total energy: -3937.60528 Eh
Net charge: +2
Kohn-Sham gap: 5.6 eV
Highest occupied orbital energy: -13.16 eV

The geometry in XYZ format:
```
67
Properties=species:S:1:pos:R:3:forces:R:3
W 12.070 8.817 12.445 1.26 1.45 0.67
O 16.013 4.754 12.382 0.43 0.60 0.32
C 16.542 5.804 13.046 -0.20 0.55 0.34
C 17.825 5.641 13.607 -1.57 0.89 -0.12
C 18.353 6.646 14.378 0.54 0.55 0.12
C 17.702 7.883 14.526 -0.67 -1.02 -0.25
C 16.443 8.051 13.995 0.12 0.21 -0.08
C 15.831 7.044 13.244 0.09 -1.51 -0.66
C 14.485 7.225 12.705 0.09 2.07 0.68
O 13.961 8.516 12.730 -0.33 -1.27 0.31
N 13.717 6.313 12.244 -0.12 -1.04 -0.72
N 12.498 6.806 11.782 0.35 -0.15 0.24
C 11.819 6.040 10.989 -0.95 1.09 0.33
C 10.493 6.370 10.465 0.93 -1.09 0.56
C 9.813 5.359 9.760 0.37 1.21 -0.60
C 8.605 5.700 9.170 -0.38 -1.67 -0.63
C 7.984 6.919 9.392 0.69 0.11 1.15
C 8.609 7.851 10.241 -0.92 0.63 -0.36
C 9.869 7.592 10.720 0.70 0.21 -0.08
O 10.595 8.551 11.391 -1.20 -0.23 -0.80
H 15.091 4.972 12.206 -0.45 -0.24 -0.25
H 18.271 4.699 13.480 0.71 -1.02 -0.09
H 19.308 6.513 14.902 -0.37 -0.09 -0.37
H 18.145 8.621 15.138 0.31 0.75 0.46
H 15.860 8.943 14.155 0.13 0.32 0.10
H 12.249 5.100 10.719 0.29 -0.57 -0.06
H 10.310 4.415 9.526 -0.28 0.24 0.28
H 8.152 4.909 8.538 0.04 0.84 0.43
H 6.999 7.114 9.003 -0.07 0.12 -0.18
H 8.113 8.796 10.504 0.30 -0.44 -0.23
N 12.100 10.983 11.847 0.45 -0.09 -0.74
C 11.901 11.223 10.421 0.24 0.06 0.15
C 11.249 12.337 9.934 0.51 -1.71 0.20
C 11.137 12.420 8.531 -1.09 0.83 0.08
C 11.756 11.529 7.705 -0.62 0.91 -0.22
C 12.395 10.406 8.199 1.20 -0.36 2.20
C 13.052 9.461 7.443 1.72 -2.21 -1.47
C 13.725 8.375 8.037 -0.31 1.23 0.52
C 13.692 8.340 9.460 0.26 -1.65 -1.51
N 13.025 9.173 10.213 0.43 -0.64 1.02
C 12.507 10.230 9.613 -2.29 2.32 -1.14
H 13.066 11.303 12.070 -0.22 -0.12 0.27
H 11.427 11.537 12.358 -0.01 0.18 0.30
H 10.804 13.050 10.618 -0.03 0.07 -0.19
H 10.423 13.171 8.161 0.89 -0.13 -0.18
H 11.774 11.687 6.650 -0.32 0.02 -0.59
H 13.119 9.582 6.356 -0.28 -0.12 0.35
H 14.297 7.580 7.503 -0.65 1.01 0.33
H 14.180 7.491 9.912 0.04 -0.01 0.42
S 11.653 10.355 14.299 0.11 -0.36 -0.51
C 10.862 9.593 15.637 0.37 -0.35 0.23
C 10.561 10.271 16.818 -0.82 -0.52 -0.24
C 9.890 9.572 17.813 0.73 -0.46 0.43
C 9.564 8.194 17.676 0.33 1.52 -0.04
C 9.899 7.546 16.503 -0.38 -0.90 -0.38
C 10.582 8.244 15.501 0.01 0.04 0.04
S 11.196 7.435 14.065 -0.24 -0.46 0.43
H 10.753 11.322 16.936 0.25 0.19 0.01
H 9.777 10.103 18.766 -0.43 -0.41 -0.39
H 9.069 7.711 18.504 -0.08 -0.24 -0.15
H 9.580 6.504 16.308 0.43 0.65 0.33
Cl 17.341 12.759 9.949 -0.15 0.21 -0.36
C 17.366 11.465 11.107 0.61 -0.40 0.49
Cl 17.813 9.893 10.297 -0.52 0.85 0.59
Cl 18.571 11.839 12.384 -0.51 -0.30 -0.34
C 16.030 11.355 11.746 0.32 -0.78 -0.19
N 15.009 11.119 12.216 0.21 0.57 -0.26
```
Positions in Å, forces in eV/Å.

Löwdin population analysis, charges in e, atoms 1 to 8: number 1, W, carries 1.47; number 2, O, carries 0.10; number 3, C, carries -0.21; number 4, C, carries 0.02; number 5, C, carries -0.03; number 6, C, carries -0.06; number 7, C, carries -0.03; number 8, C, carries -0.08